This record from the OMol25 dataset describes 14 unconnected molecules or ions with the total composition C4H36N2O14. The level of theory is wB97M-V/def2-TZVPD.

The value obtained for the relative energy (zero: lowest compared OMol25 entry of this formula, charge and spin) is 5.605 eV. The spin multiplicity is 1. For the HOMO energy, the calculation gives -8.9 eV. For the frontier orbital gap, the calculation gives 9.059 eV.

Structure (XYZ):
```
56
C4H36N2O14 wB97M-V/def2-TZVPD
N -1.02 -0.90 -2.06
C -1.38 0.18 -1.24
C -0.52 1.48 -1.44
N -0.08 2.22 -0.39
C -0.76 2.17 0.87
C -0.13 1.18 1.84
O 0.12 1.47 -2.46
H 0.01 -1.04 -2.02
H -1.15 -0.84 -3.10
H -1.10 -0.23 -0.17
H -2.40 0.37 -1.25
H 0.80 2.68 -0.39
H -0.64 3.21 1.38
H -1.80 1.90 0.89
H 0.84 0.90 1.54
H -0.32 1.44 2.88
H -0.59 0.18 1.58
H 2.02 2.26 1.89
H 1.77 2.57 3.41
O 2.16 2.92 2.66
H 4.22 2.86 2.95
H 5.25 3.27 1.86
O 4.84 2.47 2.35
H -5.08 1.86 -1.16
H -4.23 1.32 -2.33
O -4.74 2.12 -2.09
H 2.58 -0.64 -1.91
H 3.18 -1.93 -1.92
O 2.50 -1.46 -1.57
H -0.33 -3.27 2.22
H -0.25 -2.22 3.31
O -0.82 -2.53 2.63
H -3.83 -0.62 0.51
H -5.20 -0.46 -0.42
O -4.29 -0.47 -0.36
H 1.90 1.47 -2.00
H 2.92 1.44 -0.93
O 2.69 1.08 -1.87
H -1.53 -4.29 -1.33
H -0.77 -3.02 -0.81
O -0.96 -3.91 -0.82
H 1.44 -3.85 0.91
H 0.10 -4.67 0.92
O 0.83 -4.31 1.50
H -1.66 0.14 -5.25
H -1.79 -1.49 -5.18
O -2.12 -0.64 -4.89
H 2.30 -1.00 0.04
H 3.18 -1.20 1.18
O 2.32 -0.88 1.01
H 4.01 1.80 1.20
H 2.65 0.84 0.70
O 3.14 1.71 0.55
H -3.15 -0.74 2.65
H -2.23 -1.80 2.03
O -2.92 -1.11 1.88
```

Here is what Löwdin gives for the atomic charges, in e: 0.014, -0.191, -0.415, 0.080, -0.233, -0.105, 0.033, 0.082, 0.063, 0.134, 0.049, 0.132, 0.142, 0.110, 0.012, 0.088, 0.059, 0.027, 0.009, -0.073, 0.025, 0.138, -0.056, 0.062, 0.017, -0.108, -0.059, 0.025, 0.038, 0.003, 0.045, -0.043, 0.015, -0.015, -0.055, -0.080, 0.020, -0.050, -0.048, -0.011, 0.064, 0.051, 0.065, -0.068, 0.062, 0.042, -0.061, 0.000, 0.048, -0.043, 0.103, 0.025, -0.167, -0.010, 0.025, -0.017